No. 1
# C18H14BCl2F4O5PdSSbSe4

A molecular structure, C18H14BCl2F4O5PdSSbSe4 (ωB97M-V/def2-TZVPD, the Open Molecules 2025 dataset).

## Properties
charge = -2
total energy = -347967.235 eV
frontier orbital gap (spin up / spin down) = 5.8 / 5.5 eV
LUMO level (spin up / spin down) = 3.349 / 2.114 eV
⟨S²⟩ = 6.08
multiplicity = 5

Atoms and positions in Å:
C -0.32 1.40 4.39
C 1.37 -2.41 -3.77
H 4.77 3.72 -2.52
Cl 0.07 3.04 3.81
H 4.74 -2.11 -3.82
Se -1.24 -2.30 1.46
C 3.40 2.16 -2.03
C 0.56 0.28 -0.61
C 1.06 -1.40 -2.88
Se -3.08 -3.56 1.27
C 2.59 2.14 0.23
C 4.17 3.82 -0.46
C 1.74 0.41 -1.33
C -4.61 1.07 3.41
F -2.61 -1.64 -1.32
Se -1.87 -7.38 0.55
C 2.08 -0.62 -2.31
H 1.95 1.70 0.99
C 2.69 -2.67 -4.13
O -3.68 1.91 1.11
H 2.92 -3.46 -4.83
F -1.95 -0.62 -3.28
H 4.22 -0.34 -2.21
Sb -1.77 -5.75 2.31
H -4.75 2.11 3.71
H 4.77 4.69 -0.23
Cl 0.90 0.84 5.53
H 3.34 3.67 1.52
Se -2.92 -6.08 4.38
C -0.48 0.46 3.16
H -5.40 0.45 3.82
H 0.56 -2.99 -4.20
H 0.03 -1.19 -2.63
C 4.17 3.27 -1.74
O 0.39 -0.34 2.88
F -4.19 -0.85 -2.82
Pd -2.23 -0.09 0.73
O -4.27 -0.39 1.30
O -6.07 1.31 1.31
H -1.26 1.47 4.92
B -2.93 -0.63 -2.29
C 3.70 -1.91 -3.57
F -2.89 0.59 -1.56
O -1.60 0.69 2.60
C 3.36 3.24 0.52
S -4.71 1.01 1.64
H 3.38 1.76 -3.04
H -3.63 0.72 3.70
C 3.41 -0.89 -2.67
C 2.60 1.56 -1.05
C -0.48 0.15 0.02

No. 2
# C23H21N3O3S3W

A molecular structure, C23H21N3O3S3W (ωB97M-V/def2-TZVPD, the Open Molecules 2025 dataset).

## Properties
total energy = -69137.372 eV
frontier orbital gap (spin up / spin down) = 6.1 / 6.6 eV
LUMO level (spin up / spin down) = -1.002 / -0.960 eV
relative energy (zero: lowest compared OMol25 entry of this formula, charge and spin) = 0.0 kJ/mol
⟨S²⟩ = 2.05
multiplicity = 3

Atoms and positions in Å:
H -1.86 -6.05 -3.19
C 4.53 1.01 1.76
C -1.74 3.22 1.41
C -1.76 1.36 2.97
H 4.57 -1.59 0.32
C -1.28 -0.01 3.16
H 4.58 1.98 2.27
H -2.07 -2.09 -4.90
C 3.17 0.87 1.08
N -1.16 1.92 1.83
H -1.70 3.92 2.28
C 4.28 -0.81 -0.43
C -1.69 -0.86 4.15
H 0.59 -3.28 3.56
C -1.97 -4.52 -4.42
H 4.08 -1.35 -1.36
H -2.81 3.19 1.17
O -1.51 -5.82 -4.12
C -1.66 -1.39 -1.62
S 1.91 2.03 1.52
C -1.02 -2.10 4.32
C 3.05 -0.03 0.01
C -1.62 -3.74 -2.05
H 4.54 0.31 2.62
C 0.43 -1.47 2.51
H -2.47 -0.52 4.87
N -0.41 2.63 -0.54
H 1.27 -1.72 1.85
H -1.65 -2.87 -0.04
H 0.34 1.91 -2.33
H -1.24 5.77 0.19
H 5.15 -0.20 -0.60
O -2.60 1.88 3.71
S -1.90 -0.08 -0.54
H 5.42 0.88 1.11
H 0.64 4.11 -3.33
C 0.02 -2.37 3.49
W 0.08 0.92 0.58
N -0.30 -0.39 2.24
H -1.41 -2.80 5.05
O -2.35 -4.24 -5.56
C -1.64 -1.11 -3.00
C -0.97 3.69 0.17
C -0.20 5.18 -1.56
C 0.07 2.83 -1.78
C -1.86 -3.45 -3.37
H -0.16 6.22 -1.90
C 0.23 4.09 -2.34
C -1.59 -2.70 -1.14
C -0.85 4.94 -0.35
H -1.62 -0.09 -3.34
C -1.84 -2.16 -3.88
S 1.52 -0.31 -0.88
H -1.57 -4.74 -1.65

No. 3
# C34H23ClN7O5S3Y

A molecular structure, C34H23ClN7O5S3Y (ωB97M-V/def2-TZVPD, the Open Molecules 2025 dataset).

## Properties
charge = -2
total energy = -102375.949 eV
frontier orbital gap = 4.6 eV
LUMO level = 3.672 eV
relative energy (zero: lowest compared OMol25 entry of this formula, charge and spin) = 266.6 kJ/mol

Atoms and positions in Å:
H -2.85 -2.80 7.16
C 5.29 3.82 1.24
C -0.05 -0.96 4.99
C 1.79 3.07 0.62
H 1.56 -5.55 0.23
Cl 6.15 5.24 1.53
N -0.03 1.61 -2.64
C 3.92 3.94 1.25
S 5.34 -0.59 -3.01
H -3.29 -5.69 -3.53
Y 1.21 0.08 -0.99
H -1.55 -4.06 -4.33
C -3.36 -4.62 -3.30
H -4.09 -2.71 5.83
C -1.80 3.08 -4.30
N 2.74 0.45 -2.64
H -3.82 -1.33 3.98
H 0.08 -4.81 2.26
H 0.07 0.21 -4.23
H 5.67 0.49 0.49
C 1.33 -4.52 0.50
C 3.19 2.85 0.82
C -2.26 -2.45 -2.99
H -2.49 3.71 -4.93
C 5.23 1.46 0.66
H 7.05 2.64 0.96
C 3.87 0.05 -2.77
O -0.56 -1.04 -1.97
C -1.97 4.78 -2.47
N -3.17 -2.47 6.22
C 1.79 -3.53 -0.32
H 3.41 4.88 1.35
C 3.77 1.55 0.58
O 1.80 0.34 3.10
C -2.33 -3.76 -3.62
H -0.24 4.95 0.46
C 0.52 -4.15 1.59
C -0.39 2.87 -2.25
C -0.94 -1.70 -3.04
C -4.39 -2.93 -1.96
O 3.05 0.61 0.17
H -2.22 -0.23 2.33
C -4.37 -4.19 -2.43
C 0.21 3.46 -1.12
N 0.34 -0.59 1.10
C -3.31 -1.98 -2.17
S -3.53 -0.49 -1.34
H -1.80 1.25 -5.49
H 1.02 -0.90 5.22
C -2.75 -1.25 4.23
N 1.21 2.71 -0.50
C -2.31 -1.75 5.50
H -1.88 6.00 -0.64
N 1.34 -2.28 -0.24
C -0.54 -0.51 3.73
H 2.56 -3.76 -1.08
H -5.13 -4.86 -2.11
N 0.36 -2.88 1.90
H 1.26 3.66 1.41
O -0.24 -1.84 -4.04
C -0.42 4.60 -0.58
C -0.44 1.16 -3.88
C -1.41 1.78 -4.65
C -1.49 5.20 -1.22
C 5.97 2.59 0.97
S 0.48 0.25 2.53
C -1.38 3.60 -3.05
C 0.62 -1.97 0.99
O -0.15 1.46 2.12
H -5.05 -2.61 -1.18
C -0.94 -1.49 5.86
H -2.80 5.21 -3.02
H -0.58 -1.70 6.86
C -1.88 -0.64 3.31

No. 4
# C3H2CoO3

A molecular structure, C3H2CoO3 (ωB97M-V/def2-TZVPD, the Open Molecules 2025 dataset).

## Properties
charge = +1
total energy = -46902.077 eV
frontier orbital gap (spin up / spin down) = 9.6 / 8.6 eV
LUMO level (spin up / spin down) = -4.098 / -6.698 eV
relative energy (zero: lowest compared OMol25 entry of this formula, charge and spin) = 63.6 kJ/mol
⟨S²⟩ = 6.03
multiplicity = 5

Atoms and positions in Å:
H -2.93 1.63 -0.13
O -0.32 1.01 -0.45
O 2.27 -0.96 0.21
H -3.44 -0.17 -0.03
C 3.43 -0.86 0.22
O 4.58 -0.81 0.25
C -1.34 0.19 -0.07
C -2.64 0.57 -0.09
Co 0.39 -0.60 0.09